Entry 1:
{
  "formula": "C38H33NO",
  "method": "the ωB97M-V functional and the def2-TZVPD basis",
  "symbols": ["O", "C", "C", "C", "C", "C", "C", "C", "C", "C", "C", "C", "C", "C", "C", "C", "C", "C", "C", "C", "C", "C", "C", "C", "C", "C", "H", "H", "H", "H", "H", "H", "H", "H", "H", "H", "H", "H", "H", "H", "H", "H", "H", "H", "C", "C", "N", "C", "C", "C", "C", "C", "C", "C", "C", "C", "C", "C", "H", "H", "H", "H", "H", "H", "H", "H", "H", "H", "H", "H", "H", "H", "H"],
  "coordinates": [[0.5881, -1.1110, 5.1760], [0.8923, -0.2832, 4.2946], [0.1449, 0.9950, 4.1341], [-1.1471, 1.1728, 4.8158], [-2.0817, 2.1004, 4.3012], [-3.2883, 2.3376, 4.9549], [-3.6103, 1.6351, 6.1237], [-2.7105, 0.6874, 6.6310], [-1.4964, 0.4676, 5.9852], [0.6870, 1.9847, 3.3478], [1.8936, 1.8121, 2.5930], [2.4496, 2.8711, 1.8522], [3.8296, 2.9167, 1.4236], [4.3514, 1.9690, 0.5036], [5.6798, 2.0153, 0.0952], [6.5312, 3.0068, 0.5970], [6.0505, 3.9300, 1.5393], [4.7167, 3.9115, 1.9241], [2.5407, 0.5449, 2.6639], [2.0325, -0.5149, 3.3737], [2.6428, -1.8434, 3.2511], [3.3413, -2.1810, 2.0665], [3.9817, -3.4120, 1.9471], [3.9224, -4.3419, 2.9940], [3.2105, -4.0321, 4.1622], [2.5912, -2.7925, 4.2882], [-1.8520, 2.6131, 3.3666], [-3.9745, 3.0768, 4.5453], [-4.5506, 1.8276, 6.6402], [-2.9468, 0.1062, 7.5233], [-0.8068, -0.2744, 6.3781], [0.2312, 2.9789, 3.3344], [1.8328, 3.7676, 1.7416], [3.6828, 1.2139, 0.0862], [6.0455, 1.2777, -0.6214], [7.5699, 3.0519, 0.2741], [6.7220, 4.6766, 1.9666], [4.3127, 4.6417, 2.6289], [3.5046, 0.4299, 2.1715], [3.3561, -1.4729, 1.2339], [4.5277, -3.6374, 1.0315], [4.4277, -5.3031, 2.8994], [3.1225, -4.7501, 4.9773], [2.0427, -2.5414, 5.1923], [0.6321, 2.1326, -0.6996], [-0.7463, 2.0876, -0.8135], [-1.5827, 3.1519, -0.8522], [-3.0276, 3.0840, -0.7450], [-3.4842, 4.5349, -0.5260], [-2.3237, 5.4214, -0.9757], [-1.0899, 4.5063, -1.0565], [-1.1410, 0.6579, -0.9964], [-2.3859, 0.0480, -1.1687], [-2.4383, -1.3280, -1.4440], [-1.2632, -2.0856, -1.5504], [-0.0138, -1.4676, -1.3576], [0.0271, -0.1078, -1.0849], [1.2544, 0.7818, -0.9068], [1.2013, 3.0473, -0.5455], [-3.3535, 2.4220, 0.0699], [-3.4673, 2.6899, -1.6782], [-3.6593, 4.6909, 0.5421], [-4.4148, 4.7331, -1.0592], [-2.5125, 5.8671, -1.9552], [-2.1567, 6.2281, -0.2606], [-0.5993, 4.6017, -2.0393], [-0.3389, 4.7788, -0.2990], [-3.3015, 0.6299, -1.0972], [-3.4056, -1.8113, -1.5749], [-1.3124, -3.1554, -1.7555], [0.9152, -2.0348, -1.4212], [1.9313, 0.7287, -1.7780], [1.8334, 0.4387, -0.0374]],
  "lowdin_charge": [0.03, -0.24, -0.07, -0.16, -0.04, -0.09, -0.09, -0.08, -0.02, 0.04, -0.20, 0.03, -0.21, -0.04, -0.07, -0.08, -0.08, -0.03, 0.02, -0.06, -0.16, -0.03, -0.09, -0.09, -0.07, -0.02, 0.10, 0.10, 0.10, 0.10, 0.10, 0.12, 0.12, 0.09, 0.11, 0.10, 0.11, 0.12, 0.11, 0.10, 0.10, 0.10, 0.10, 0.10, -0.04, -0.18, -0.08, -0.17, -0.16, -0.16, -0.15, -0.10, -0.03, -0.08, -0.08, -0.03, -0.17, -0.13, 0.09, 0.12, 0.12, 0.11, 0.11, 0.11, 0.10, 0.13, 0.11, 0.08, 0.10, 0.10, 0.11, 0.13, 0.08],
  "largest_force_ev_per_a": 3.13,
  "charge": 0,
  "orbital_gap_ev": 6.12,
  "lumo_ev": -1.12,
  "total_energy_ev": -43477.8880
}

Entry 2:
{
  "formula": "C22H48N2O4S",
  "method": "the ωB97M-V functional and the def2-TZVPD basis",
  "symbols": ["C", "C", "C", "C", "C", "C", "C", "C", "C", "C", "C", "C", "C", "S", "O", "C", "O", "H", "H", "H", "H", "H", "H", "H", "H", "H", "H", "H", "H", "H", "H", "H", "H", "H", "H", "H", "H", "H", "H", "H", "H", "H", "H", "C", "O", "C", "C", "C", "N", "H", "H", "H", "H", "H", "H", "H", "H", "H", "H", "H", "C", "O", "C", "C", "C", "N", "H", "H", "H", "H", "H", "H", "H", "H", "H", "H", "H"],
  "coordinates": [[6.4746, 2.6955, 4.3442], [5.3814, 2.6540, 3.2647], [4.1621, 3.5169, 3.5897], [2.9485, 3.2763, 2.6946], [2.4265, 1.8387, 2.6934], [1.0230, 1.7279, 2.0789], [-0.0908, 2.0400, 3.0905], [-1.3456, 1.1667, 2.9878], [-2.1228, 0.8487, 4.2757], [-3.5665, 1.2993, 3.9820], [-3.9183, 2.6442, 4.6191], [-5.4102, 2.9519, 4.7747], [-6.1447, 3.4285, 3.5242], [-6.5431, 2.1064, 2.3239], [-3.6368, 1.4402, 2.5456], [-2.4039, 1.7891, 2.0939], [-2.2420, 2.4573, 1.1228], [6.1093, 3.1798, 5.2539], [6.8110, 1.6963, 4.6248], [7.3553, 3.2484, 4.0130], [5.7965, 3.0041, 2.3137], [5.0698, 1.6205, 3.0969], [3.8789, 3.3629, 4.6388], [4.4486, 4.5712, 3.5054], [2.1403, 3.9420, 3.0179], [3.1900, 3.5636, 1.6644], [3.1110, 1.1888, 2.1425], [2.4133, 1.4643, 3.7247], [0.9755, 2.4330, 1.2436], [0.8865, 0.7395, 1.6317], [0.3197, 1.9215, 4.0991], [-0.4029, 3.0843, 3.0019], [-1.0856, 0.2185, 2.5013], [-2.0919, -0.2187, 4.4921], [-1.7049, 1.3736, 5.1355], [-4.3171, 0.5607, 4.2627], [-3.4543, 2.6814, 5.6090], [-3.4483, 3.4381, 4.0246], [-5.5002, 3.7423, 5.5269], [-5.9313, 2.0763, 5.1762], [-5.5647, 4.2013, 3.0156], [-7.0922, 3.8742, 3.8195], [-7.8637, 2.3210, 2.3350], [-0.6499, 0.5780, -1.1321], [0.6341, -0.0070, -0.9911], [0.7519, -1.3416, -1.4419], [1.0628, -1.4871, -2.9352], [-0.1212, -1.1974, -3.8467], [2.2078, -0.6788, -3.3593], [-1.4374, -0.1625, -0.9532], [-0.7992, 1.0128, -2.1233], [-0.7359, 1.3684, -0.3904], [1.5832, -1.7701, -0.8748], [-0.1561, -1.9054, -1.1863], [1.3355, -2.5371, -3.0838], [-0.3265, -0.1283, -3.9178], [0.0951, -1.5613, -4.8500], [-1.0241, -1.6966, -3.4899], [3.0378, -0.9586, -2.8467], [2.0360, 0.2861, -3.0908], [1.8255, -4.7122, -5.0977], [0.4622, -4.3433, -5.0415], [-0.1643, -4.1158, -6.2898], [-0.7109, -5.3762, -6.9682], [0.3647, -6.2729, -7.5696], [-1.5625, -6.1752, -6.0867], [2.3360, -4.2106, -5.9261], [1.9595, -5.7916, -5.2043], [2.2878, -4.3970, -4.1625], [-1.0034, -3.4486, -6.0760], [0.5241, -3.5837, -6.9606], [-1.3448, -5.0196, -7.7875], [0.8939, -6.8276, -6.7937], [-0.0915, -7.0033, -8.2366], [1.0962, -5.6936, -8.1358], [-2.3632, -5.6286, -5.7875], [-1.0429, -6.3838, -5.2389]],
  "lowdin_charge": [-0.11, -0.26, -0.24, -0.22, -0.22, -0.19, -0.14, -0.20, -0.07, -0.28, -0.15, -0.27, -0.54, 0.72, -0.01, -0.45, 0.14, 0.06, 0.06, 0.06, 0.11, 0.09, 0.11, 0.11, 0.11, 0.12, 0.10, 0.11, 0.12, 0.10, 0.11, 0.12, 0.16, 0.12, 0.11, 0.15, 0.12, 0.13, 0.11, 0.11, 0.07, 0.06, -0.16, -0.09, -0.20, -0.21, -0.43, -0.06, 0.04, 0.10, 0.08, 0.06, 0.12, 0.12, 0.12, 0.07, 0.06, 0.08, 0.07, 0.07, -0.10, -0.20, -0.22, -0.44, -0.07, 0.04, 0.09, 0.08, 0.08, 0.12, 0.12, 0.14, 0.06, 0.08, 0.08, 0.07, 0.07],
  "largest_force_ev_per_a": 0.64,
  "charge": 0,
  "orbital_gap_ev": 9.61,
  "lumo_ev": 0.72,
  "total_energy_ev": -45597.4068
}

Entry 3:
{
  "formula": "C3H6BIO5SV",
  "method": "the ωB97M-V functional and the def2-TZVPD basis",
  "symbols": ["C", "B", "O", "C", "I", "C", "O", "S", "O", "O", "O", "H", "H", "H", "H", "H", "H", "V"],
  "coordinates": [[-1.4224, 0.6106, -1.6264], [-0.6750, -0.7059, -0.9299], [-0.8867, -2.1098, -1.3374], [0.3928, -0.4053, 0.2843], [1.1793, -2.3236, 1.0880], [-0.3359, 0.2141, 1.6308], [0.7348, 1.0552, 2.2128], [1.8902, 1.5052, 1.0356], [1.6348, 2.7780, 0.1797], [3.3502, 1.3862, 1.5800], [1.6446, 0.2593, -0.1121], [-2.4502, 0.2452, -2.0504], [-1.6098, 1.4492, -0.8091], [-0.6885, 1.0348, -2.4444], [-1.5823, -2.4739, -0.6952], [-1.3031, 0.8826, 1.4988], [-0.6840, -0.7503, 2.2185], [0.8111, -2.6516, -1.7238]],
  "lowdin_charge": [0.06, -0.35, -0.08, -0.60, 1.54, -0.14, -0.17, 0.93, -0.18, -0.18, -0.26, 0.13, 0.14, 0.15, 0.23, 0.20, 0.14, 1.44],
  "largest_force_ev_per_a": 8.98,
  "charge": 3,
  "orbital_gap_ev": 3.27,
  "lumo_ev": -18.07,
  "total_energy_ev": -58700.5457
}